P.
The following is a quantum chemistry calculation of a 8-piece molecular cluster, C22H63N3O13 overall, from the Open Molecules 2025 dataset.

Results
SMILES   COC[C@H](C)N.COC[C@H](C)N.COC[C@H](C)N.OCCO.OCCO.OCCO.OCCO.OCCO
HOMO-LUMO gap   9.40 eV

```
! wB97M-V def2-TZVPD RIJCOSX def2/J DEFGRID3
* xyz 0 1
O -0.659 3.635 1.324
O -0.514 -2.058 -2.822
O -4.377 3.994 0.236
O 2.815 0.754 -4.680
O -4.979 -1.303 0.166
O -0.862 -3.836 1.435
O -1.093 0.107 -1.315
O -0.581 1.398 -5.674
O -3.432 4.130 -2.378
O 0.243 2.454 3.797
O 1.022 -4.190 -3.173
O 1.627 -0.137 -1.968
O 5.117 2.863 1.748
N -3.606 1.150 -0.254
N 1.978 -5.568 -0.193
N 6.324 -0.377 3.124
C 1.701 1.541 -5.141
C -0.201 1.147 -1.040
C 5.599 0.487 2.210
C 0.883 -5.345 0.699
C 1.170 -6.162 1.953
C -3.181 1.382 2.195
C -2.537 4.653 -1.305
C 0.558 0.580 -5.387
C -3.471 5.033 -0.177
C 0.893 2.191 2.479
C -0.345 -4.251 -3.477
C -1.044 -3.336 -2.582
C 1.179 0.555 -0.819
C -4.833 -0.315 1.259
C 0.702 3.407 1.562
C 0.505 -3.932 1.024
C -1.171 -2.622 2.026
C 4.266 -0.103 1.745
C 5.574 1.931 2.746
C -5.905 -2.324 0.486
C 4.352 3.913 2.196
C -3.588 0.420 1.044
H 1.315 2.340 -4.410
H 1.275 -3.253 -3.334
H 3.668 -0.039 2.673
H -0.819 -1.760 1.429
H 6.244 0.512 1.310
H -1.981 0.384 -1.051
H 0.305 -6.212 2.704
H -6.383 -2.675 -0.438
H 6.705 -1.135 2.583
H -2.914 5.130 0.751
H -2.113 5.577 -1.709
H 1.099 3.268 0.578
H -6.832 -1.890 1.015
H -4.049 5.942 -0.369
H 1.092 -0.943 -2.046
H 0.037 1.601 4.207
H -0.673 -5.282 -3.187
H -0.036 -5.718 0.241
H -5.473 -3.109 1.133
H 1.163 -0.124 0.029
H 1.049 -3.540 1.870
H 6.606 2.186 2.999
H 0.406 1.355 1.931
H -3.930 2.106 -0.157
H -4.142 0.610 -0.928
H -4.988 3.777 -0.482
H 0.672 -3.343 0.112
H 2.880 -5.346 0.199
H -2.235 -2.480 2.312
H -0.599 -4.112 -4.484
H -4.858 -0.832 2.233
H 1.977 2.100 -6.070
H -0.997 3.830 2.197
H 0.382 0.041 -4.448
H 3.780 0.511 0.997
H 4.316 -1.157 1.539
H -2.325 1.919 1.808
H -2.798 -0.339 0.947
H -0.539 1.734 -0.162
H 5.021 4.651 2.729
H 2.636 0.456 -3.794
H 1.834 -5.059 -1.063
H 5.748 -0.857 3.793
H 4.904 2.068 3.604
H 1.164 4.241 2.054
H -2.132 -3.476 -2.778
H 1.988 2.041 2.614
H -0.881 -3.511 -1.514
H 2.019 -5.804 2.482
H -2.819 3.609 -2.981
H -1.286 0.846 -6.038
H -5.684 0.388 1.223
H -4.006 2.156 2.362
H 0.803 -0.072 -6.182
H -1.829 3.863 -0.984
H 1.840 1.364 -0.612
H 3.988 4.398 1.292
H -0.913 -1.365 -2.307
H 3.487 3.623 2.783
H -0.675 -2.531 3.030
H -2.813 0.807 3.015
H 1.340 -7.145 1.583
H -0.156 1.808 -1.906
*
```

Results of the Löwdin charge analysis, in e, for atoms 1 through 4: -0.08, -0.08, -0.11, -0.07

---

Q.
The following is a quantum chemistry calculation of a 8-piece molecular cluster, C22H63N3O13 overall, from the Open Molecules 2025 dataset.

Results
SMILES   COC[C@H](C)N.COC[C@H](C)N.COC[C@H](C)N.OCCO.OCCO.OCCO.OCCO.OCCO
HOMO-LUMO gap   9.29 eV

```
! wB97M-V def2-TZVPD RIJCOSX def2/J DEFGRID3
* xyz 0 1
O 2.604 4.356 -3.370
O -0.727 3.799 -2.824
O -0.512 -2.612 -0.661
O -0.814 0.461 1.185
O -4.068 3.152 0.283
O 1.364 -5.028 0.795
O 0.267 -0.732 -2.543
O 3.071 -2.022 3.507
O -1.345 3.775 0.183
O -4.304 -1.304 3.529
O -3.130 -0.171 -2.220
O 4.696 1.325 -1.882
O -4.734 3.981 -3.001
N -3.561 0.215 0.362
N 4.062 -5.387 2.461
N 1.660 0.516 -0.103
C 2.498 -0.870 2.946
C 1.409 4.508 -2.593
C 5.457 -3.887 3.892
C 5.132 2.312 -2.838
C -4.326 2.954 -0.912
C 3.238 -0.984 -0.589
C 4.068 -4.212 3.362
C 0.786 -4.330 -0.300
C 3.435 -3.056 2.634
C -1.187 1.822 1.335
C 3.038 0.463 -0.370
C -1.030 2.599 0.019
C -3.985 -0.922 1.195
C 0.086 -3.083 0.294
C -2.014 -0.899 -2.600
C -0.793 -0.135 -2.198
C -2.998 -2.031 0.896
C -4.177 4.227 -1.678
C 3.341 1.343 -1.566
C -5.680 -1.359 3.667
C 0.390 3.546 -3.245
C -3.821 -0.394 2.639
H 3.055 2.404 -1.288
H 1.249 0.145 -1.031
H -4.215 0.625 2.787
H 3.646 0.807 0.494
H -6.113 -1.698 2.764
H -2.179 1.860 1.676
H 4.897 1.998 -3.841
H -0.028 2.437 -0.331
H -3.044 -2.460 -0.135
H -3.636 2.247 -1.379
H 2.304 -0.066 3.721
H 2.753 1.084 -2.425
H -2.056 -1.036 -3.649
H 3.320 -5.357 1.802
H -5.334 2.628 -0.870
H 2.657 -1.384 -1.411
H 1.133 5.612 -2.651
H -0.632 -3.280 1.086
H -1.289 3.148 -3.158
H 0.621 2.545 -3.094
H -3.133 4.526 -1.886
H -3.272 -0.228 -1.261
H -2.756 -0.224 2.831
H 3.327 -4.594 4.135
H 0.377 3.722 -4.356
H 1.582 4.375 -1.553
H -4.121 1.024 0.672
H 0.059 -1.112 -3.442
H 1.537 -4.216 -1.001
H 1.606 -1.013 2.382
H 0.001 -4.974 -0.735
H -5.984 -2.012 4.467
H 0.087 0.460 0.924
H 2.618 -3.253 2.058
H -3.193 -2.803 1.621
H 0.174 -2.305 -1.288
H 4.162 -2.738 1.884
H -0.547 2.170 2.126
H 6.195 2.447 -2.820
H -4.990 -1.341 0.926
H -4.627 5.069 -1.272
H 6.091 -3.763 3.066
H 0.681 -5.170 1.398
H -6.081 -0.433 3.993
H -0.829 0.927 -2.437
H -5.690 3.809 -2.957
H -1.215 4.248 -0.645
H -2.604 0.401 0.697
H 2.872 -1.579 0.304
H 5.825 -4.685 4.514
H -3.105 3.308 0.291
H 2.376 4.729 -4.186
H -0.830 -0.097 -1.139
H 4.776 -5.219 1.752
H -2.055 -1.638 1.153
H 4.259 -1.209 -0.758
H 4.719 3.297 -2.626
H -1.622 2.163 -0.832
H 0.803 -2.398 0.689
H -2.126 -1.931 -2.272
H 1.385 1.445 0.058
H 3.281 -0.395 2.300
H 5.505 -2.966 4.440
*
```

Results of the Löwdin charge analysis, in e, for atoms 1 through 4: -0.07, 0.02, -0.03, -0.09

---

R.
The following is a quantum chemistry calculation of a 8-piece molecular cluster, C22H63N3O13 overall, from the Open Molecules 2025 dataset.

Results
SMILES   COC[C@H](C)N.COC[C@H](C)N.COC[C@H](C)N.OCCO.OCCO.OCCO.OCCO.OCCO
HOMO-LUMO gap   9.47 eV

```
! wB97M-V def2-TZVPD RIJCOSX def2/J DEFGRID3
* xyz 0 1
O -0.075 -1.873 0.221
O 1.992 2.977 0.677
O 3.074 0.679 -5.830
O -0.988 4.708 2.941
O -0.191 2.763 4.419
O 0.751 0.646 0.996
O -1.236 -0.340 2.883
O 0.769 -2.587 2.734
O 1.518 -2.682 -5.298
O 1.952 4.417 5.485
O 4.278 0.759 -3.253
O -3.112 -5.059 2.241
O 5.626 3.132 0.951
N -3.501 3.504 2.250
N -2.865 -2.404 -0.339
N -2.111 -2.275 -5.372
C 2.068 3.707 4.271
C -2.562 2.769 0.136
C 0.687 -1.090 -0.703
C -1.259 4.303 1.619
C -0.388 5.995 2.985
C 0.652 -1.559 3.677
C -2.223 3.114 1.583
C -0.798 -2.445 -4.711
C 3.155 -0.011 -3.633
C 2.264 0.711 -4.644
C 2.509 -3.313 -6.082
C 3.303 2.503 0.409
C 0.194 -3.016 -5.712
C -0.763 -1.157 3.983
C 4.307 3.614 0.678
C 0.281 0.308 -0.344
C 1.175 2.457 4.163
C -3.128 -4.781 -0.752
C -3.299 -3.666 0.271
C -2.972 -4.948 3.647
C -2.623 -3.901 1.619
C -0.949 -3.272 -3.434
H -0.971 -2.113 -0.092
H 0.641 -1.302 -1.774
H 3.478 -3.075 -5.648
H 5.852 2.530 0.232
H 3.458 2.203 -0.638
H 0.158 0.082 1.525
H -0.808 0.395 -0.339
H -1.684 5.083 0.969
H -3.723 -5.639 -0.441
H -0.833 -0.576 4.905
H -2.122 -5.185 -0.899
H 1.010 4.562 5.638
H 3.114 3.479 4.063
H 3.977 4.145 1.573
H -2.505 -3.210 -5.467
H -3.451 -2.085 -1.099
H -1.107 6.820 2.990
H -3.049 1.810 -0.041
H 3.455 -0.991 -4.010
H 0.174 6.071 3.915
H 1.731 -1.276 -0.442
H 0.075 -4.081 -5.933
H 2.527 -0.239 -2.767
H 2.492 -2.943 -7.113
H 1.422 2.199 0.784
H -0.341 4.115 1.043
H 1.244 2.046 3.153
H -1.542 -3.933 1.430
H -4.385 -3.634 0.428
H -2.926 -1.685 0.381
H 1.397 0.049 -4.714
H 1.408 1.746 4.957
H 1.183 -0.667 3.325
H -1.819 2.223 2.066
H -0.439 -1.431 -4.520
H -3.269 3.482 -0.304
H -3.103 4.001 3.054
H -1.916 -4.832 3.906
H -0.438 3.587 3.936
H 4.779 1.002 -4.037
H 1.098 -1.888 4.618
H 0.271 6.184 2.136
H -2.686 -1.859 -4.643
H 2.706 1.326 -6.442
H -3.419 -4.387 -1.727
H 2.356 -4.396 -6.095
H -1.460 -1.993 4.081
H 3.431 1.588 0.995
H -2.166 -0.491 2.701
H 0.686 1.148 -0.914
H -3.276 -5.892 4.101
H 4.432 4.350 -0.121
H -1.645 -2.756 -2.772
H -0.009 -3.496 -2.926
H 0.024 -2.455 -6.637
H -3.873 4.311 1.747
H -3.597 -4.177 4.102
H -1.691 2.899 -0.515
H 1.755 4.397 3.476
H -1.380 -4.253 -3.655
H 0.343 -2.355 1.887
H -2.692 -2.967 2.193
H 2.140 1.744 -4.320
*
```

Results of the Löwdin charge analysis, in e, for atoms 1 through 4: -0.11, -0.10, -0.07, -0.22

---

Most stable = R

---

P.
The following is a quantum chemistry calculation of one molecule with the formula C3H6N2O2S, from the Open Molecules 2025 dataset.

Results
SMILES   [H]/N=C(/N)SCC(=O)O
HOMO-LUMO gap   10.06 eV

```
! wB97M-V def2-TZVPD RIJCOSX def2/J DEFGRID3
* xyz 0 1
S -0.292 1.336 0.418
O -1.761 -0.894 -1.000
O 0.196 -1.551 -1.907
N 0.266 -0.197 2.557
N 1.790 -0.327 0.896
C -0.473 -0.701 -1.415
C 0.011 0.732 -1.252
C 0.634 0.151 1.421
H -0.644 0.265 2.731
H 1.869 -0.518 -0.094
H 1.076 0.754 -1.632
H -2.039 -0.052 -0.593
H 2.077 -1.156 1.357
H -0.575 1.455 -1.898
*
```

Results of the Löwdin charge analysis, in e, for atoms 1 through 4: 0.95, 0.08, 0.13, 0.08

---

Q.
The following is a quantum chemistry calculation of one molecule with the formula C3H6N2O2S, from the Open Molecules 2025 dataset.

Results
HOMO-LUMO gap (spin up / spin down)   7.86 / 8.21 eV

```
! wB97M-V def2-TZVPD RIJCOSX def2/J DEFGRID3
* xyz 0 1
S -1.583 0.759 -0.537
O -2.661 -0.178 -0.642
O -1.876 2.085 -0.117
N 0.628 0.004 -2.163
N -0.379 -0.009 0.678
C 0.593 1.012 1.158
C 0.234 -1.136 0.064
C 0.844 -0.945 -1.412
H 0.086 1.911 1.242
H 1.551 0.996 0.533
H 1.036 -1.372 0.713
H -0.441 -1.907 0.027
H 0.869 0.734 2.124
H 1.099 -1.952 -1.669
*
```

Results of the Löwdin charge analysis, in e, for atoms 1 through 4: 0.79, -0.34, -0.34, 0.16

---

R.
The following is a quantum chemistry calculation of one molecule with the formula C3H6N2O2S, from the Open Molecules 2025 dataset.

Results
SMILES   [H]/N=C(/N)OC(=S)OC
HOMO-LUMO gap   9.36 eV

```
! wB97M-V def2-TZVPD RIJCOSX def2/J DEFGRID3
* xyz 0 1
S -0.838 2.411 0.037
O 0.252 -0.077 -0.348
O -2.019 0.382 -0.097
N 2.203 1.567 -0.207
N 2.413 -0.677 0.106
C -2.219 -1.036 -0.030
C 1.569 0.404 -0.194
C -0.738 0.870 -0.056
H -3.320 -1.145 -0.215
H 3.257 -0.248 0.677
H -1.975 -1.400 0.976
H 1.487 2.332 -0.191
H 1.719 -1.647 0.265
H -1.792 -1.736 -0.724
*
```

Results of the Löwdin charge analysis, in e, for atoms 1 through 4: 0.91, 0.00, -0.18, 0.10

---

S.
The following is a quantum chemistry calculation of a 2-piece molecular cluster, C3H6N2O2S overall, from the Open Molecules 2025 dataset.

Results
HOMO-LUMO gap   10.08 eV

```
! wB97M-V def2-TZVPD RIJCOSX def2/J DEFGRID3
* xyz 0 1
S -2.343 1.076 1.310
O -0.182 -1.770 -1.206
O -2.576 1.516 -0.033
N -1.757 -1.128 0.553
N -0.984 1.496 1.850
C -0.771 -1.362 -0.167
C 0.640 -1.023 -0.279
C 1.240 0.314 -0.596
H 0.654 0.991 -1.249
H 1.271 -1.733 0.311
H -0.614 1.125 2.735
H 2.167 0.209 -1.077
H -2.496 -1.701 0.080
H 1.503 0.833 0.394
*
```

Results of the Löwdin charge analysis, in e, for atoms 1 through 4: 0.78, 0.16, -0.50, 0.07

---

Most stable = P

---

P.
The following is a quantum chemistry calculation of one molecule with the formula C4H5NS2, from the Open Molecules 2025 dataset.

Results
SMILES   [S-][N+]1=CCC=CS1
HOMO-LUMO gap   7.79 eV

```
! wB97M-V def2-TZVPD RIJCOSX def2/J DEFGRID3
* xyz 0 1
S -1.139 1.270 1.063
S 0.357 3.078 -0.784
N 0.272 1.603 -0.183
C 0.939 -0.770 0.028
C -0.653 -1.164 0.115
C 1.037 0.613 -0.454
C -1.607 -0.341 0.537
H 1.324 -0.850 1.003
H -1.012 -2.233 -0.217
H 1.643 0.938 -1.197
H -2.609 -0.659 0.634
H 1.448 -1.484 -0.546
*
```

Results of the Löwdin charge analysis, in e, for atoms 1 through 4: 0.90, 0.50, -0.89, -0.11

---

Q.
The following is a quantum chemistry calculation of one molecule with the formula C4H5NS2, from the Open Molecules 2025 dataset.

Results
SMILES   S=C[C@@H]1CN1C=S
HOMO-LUMO gap   8.02 eV

```
! wB97M-V def2-TZVPD RIJCOSX def2/J DEFGRID3
* xyz 0 1
S 0.254 0.515 2.958
S 2.825 -1.570 -0.949
N -0.292 0.552 0.298
C -1.107 -0.035 -0.809
C -0.579 1.044 1.579
C 1.556 -0.463 -0.922
C 0.213 -0.684 -0.295
H 0.109 -1.662 0.176
H -1.486 1.813 1.643
H -1.253 0.493 -1.787
H 1.731 0.624 -1.210
H -1.972 -0.626 -0.683
*
```

Results of the Löwdin charge analysis, in e, for atoms 1 through 4: 0.54, 0.63, -0.14, -0.03

---

Most stable = P